Entry 1:
Computed, not measured: a cluster of 3 separate species, C12H29ClN2O6P in total in a non-equilibrium geometry, with the ωB97M-V functional and the def2-TZVPD basis.

Last column: natural (NBO) charge in e.
Cartesian coordinates (Å):
C (2.630422, 0.117475, -1.698615)  -0.6476
C (2.725953, -0.465606, -3.263230)  -0.1722
Cl (3.572141, 0.715697, -4.427570)  -0.1310
C (1.184039, -0.849873, -3.684922)  -0.7377
P (-0.022396, 0.644230, -3.724690)  0.9632
N (-1.128692, 2.087766, -3.754419)  -1.1717
C (-1.494722, -0.534791, -4.041049)  -0.4292
O (-2.703046, -0.024148, -3.329783)  -0.3488
N (-2.634476, -0.451801, -2.041354)  0.3381
O (-3.134409, 0.449236, -1.360556)  -0.3873
H (3.585909, -0.174164, -1.086945)  0.2170
H (1.682723, -0.393478, -1.186916)  0.2256
H (2.466785, 1.289366, -1.676108)  0.2379
H (3.400167, -1.449175, -3.237048)  0.1926
H (1.077389, -1.398394, -4.714178)  0.1996
H (0.806006, -1.627921, -2.862806)  0.1940
H (0.226173, 0.757537, -5.165950)  -0.2069
H (1.055075, 1.604613, -3.456096)  -0.1862
H (-0.197349, 0.547957, -2.296940)  -0.2039
H (-0.961340, 2.518376, -2.797057)  0.3388
H (-0.613454, 2.753132, -4.404265)  0.3387
H (-1.245518, -1.631213, -3.709702)  0.1819
H (-1.744269, -0.559023, -5.198516)  0.1924
O (-1.341437, 2.652617, 4.371625)  -0.5919
C (-2.295977, 2.326967, 3.666143)  0.7998
O (-2.969871, 1.182415, 3.917078)  -0.5129
C (-4.193032, 0.794506, 3.264047)  -0.0669
C (-3.907246, 0.124465, 1.934687)  -0.6408
C (-2.671303, 3.145736, 2.467532)  -0.7466
H (-4.875099, 1.645543, 3.171739)  0.1717
H (-4.684177, 0.076026, 3.929180)  0.1884
H (-3.397594, 0.798908, 1.242582)  0.2378
H (-4.836215, -0.214669, 1.466079)  0.2183
H (-3.247489, -0.739396, 2.076025)  0.2165
H (-2.008990, 2.888512, 1.636103)  0.2657
H (-2.545649, 4.204450, 2.717012)  0.2408
H (-3.707647, 3.027741, 2.157327)  0.2165
O (3.472628, 0.477793, 1.114662)  -0.5627
C (3.309533, -0.547262, 1.776146)  0.7943
O (2.754097, -1.642204, 1.210731)  -0.5027
C (2.671590, -2.934270, 1.840656)  -0.0653
C (1.464983, -3.014066, 2.754746)  -0.6385
C (3.641598, -0.571046, 3.238024)  -0.7430
H (3.607405, -3.181816, 2.351507)  0.1703
H (2.558134, -3.665334, 1.032875)  0.2012
H (1.523918, -2.286403, 3.567555)  0.2090
H (1.377169, -4.013755, 3.191209)  0.2107
H (0.547863, -2.790471, 2.197604)  0.2289
H (2.821035, -0.115400, 3.799416)  0.2517
H (4.555812, 0.010476, 3.395974)  0.2440
H (3.842852, -1.565861, 3.630452)  0.2083

Forces on the atoms, in the same order (eV/Å):
C 0.006 -0.131 -0.432
C -1.266 -1.602 1.834
Cl -0.565 -0.874 0.816
C 1.010 -1.618 0.086
P 1.014 0.970 -0.157
N 0.955 1.797 0.166
C -0.714 -1.622 -1.651
O 1.499 -1.815 -0.233
N -1.453 3.850 0.648
O 0.718 -2.768 -0.486
H -1.912 0.713 -1.379
H 2.187 1.144 -1.142
H 0.410 -2.574 -0.130
H -1.330 2.273 -0.245
H 0.639 0.879 1.690
H 0.970 1.523 -1.539
H -0.210 0.076 -0.133
H 0.308 -0.402 -0.079
H -0.490 -0.371 0.476
H -0.445 -0.574 -1.430
H -0.865 -0.963 0.955
H -0.771 1.928 -0.368
H 0.229 0.126 2.379
O -1.863 -0.940 -0.996
C 1.504 0.405 0.772
O 0.183 0.162 0.612
C 0.008 -0.148 -0.336
C 0.181 0.086 -0.104
C -0.450 0.550 -0.028
H 0.173 0.005 -0.044
H 0.299 0.217 0.131
H -0.180 -0.119 -0.014
H 0.133 0.055 0.032
H -0.184 0.122 0.034
H -0.105 0.022 0.098
H 0.249 -0.269 -0.060
H 0.090 -0.186 -0.138
O -0.367 -2.279 1.422
C 0.069 1.862 -1.058
O 0.225 0.010 -0.360
C -0.140 0.130 0.113
C -0.200 0.118 0.107
C 0.617 -0.166 0.388
H -0.084 0.135 0.026
H 0.071 0.376 -0.047
H 0.064 -0.109 -0.017
H 0.016 0.090 -0.066
H 0.212 -0.109 0.020
H 0.111 -0.046 -0.089
H -0.348 0.098 -0.087
H -0.208 -0.034 0.043

Gap between HOMO and LUMO, Eh: 0.2246
E_LUMO, eV: 2.38
Charge: -1
2S+1: 1

Entry 2:
Computed, not measured: a structure of composition C35H26F5N3ORuSi in a non-equilibrium geometry, with the ωB97M-V functional and the def2-TZVPD basis.

Last column: Löwdin spin population.
Cartesian coordinates (Å):
Ru (-0.661356, 0.299812, -0.040982)  3.6447
C (0.462565, 3.231140, 0.903941)  0.0345
C (1.060355, 2.243043, 1.852640)  0.0157
C (1.798990, 2.654162, 2.952613)  0.0035
C (2.345266, 1.697631, 3.795688)  0.0034
C (2.121868, 0.361655, 3.528731)  0.0036
C (1.373820, 0.004794, 2.407423)  0.0114
N (0.868810, 0.953257, 1.595448)  0.1118
C (1.088929, -1.378106, 2.024840)  0.0145
C (1.533914, -2.489410, 2.738322)  0.0019
C (1.188829, -3.759536, 2.300436)  0.0039
C (0.443401, -3.900036, 1.139380)  0.0021
C (0.025381, -2.755641, 0.460818)  0.0128
N (0.326802, -1.533571, 0.929506)  0.1024
C (-0.769627, -2.793752, -0.764253)  0.0113
C (-1.160813, -3.980266, -1.385219)  0.0032
C (-1.917091, -3.926604, -2.538735)  0.0033
C (-2.288031, -2.688876, -3.041225)  0.0032
C (-1.871423, -1.539846, -2.383149)  0.0154
C (-2.227586, -0.182823, -2.896800)  0.0316
N (-1.122248, -1.602551, -1.284147)  0.1082
H (-0.070136, 4.011907, 1.443882)  0.0008
H (-0.242222, 2.719415, 0.227448)  0.0250
H (1.249735, 3.706850, 0.316240)  0.0009
H (1.949612, 3.704952, 3.129566)  0.0007
H (2.938935, 1.994028, 4.644953)  0.0002
H (2.534024, -0.393002, 4.173258)  0.0007
H (2.141947, -2.370064, 3.620263)  0.0005
H (1.517353, -4.631900, 2.845514)  0.0002
H (0.198872, -4.882893, 0.773677)  0.0005
H (-0.863669, -4.933062, -0.985773)  0.0006
H (-2.214855, -4.832240, -3.041560)  0.0002
H (-2.883624, -2.612063, -3.935419)  0.0007
H (-3.209639, -0.188902, -3.363057)  0.0016
H (-1.506513, 0.132450, -3.653115)  0.0001
H (-2.217553, 0.551643, -2.073901)  0.0243
F (2.672856, 4.192445, -4.995240)  0.0071
C (2.311743, 3.298952, -4.078738)  0.0217
C (3.225288, 2.343861, -3.618844)  -0.0029
F (4.462872, 2.326192, -4.110590)  -0.0024
C (2.850590, 1.411110, -2.669402)  0.0222
F (3.736556, 0.510459, -2.230915)  0.0052
C (1.530328, 1.368804, -2.134680)  0.0091
O (1.154378, 0.485988, -1.311485)  0.1792
C (0.656917, 2.383137, -2.615596)  0.0201
F (-0.593154, 2.361333, -2.064821)  0.0374
C (1.013295, 3.319249, -3.562571)  -0.0027
F (0.136155, 4.229049, -3.988243)  -0.0026
C (-1.960849, 2.133124, 5.452568)  0.0131
C (-2.660726, 2.960069, 4.589687)  0.0008
C (-2.828932, 2.600061, 3.264627)  0.0162
C (-2.320976, 1.395201, 2.782417)  0.0503
C (-1.592995, 0.590112, 3.657029)  0.0139
C (-1.421311, 0.948515, 4.980065)  -0.0005
Si (-2.754811, 0.825797, 1.002779)  0.2532
C (-3.492310, -0.948429, 1.040261)  0.0670
C (-2.869197, -1.976060, 1.745529)  0.0198
C (-3.483735, -3.201839, 1.918176)  -0.0009
C (-4.731639, -3.433279, 1.363436)  0.0196
C (-5.348452, -2.435070, 0.627066)  0.0017
C (-4.731691, -1.207806, 0.457968)  0.0231
H (-1.836942, 2.408521, 6.487597)  0.0008
H (-3.089716, 3.881065, 4.954355)  0.0000
H (-3.379389, 3.251618, 2.602506)  0.0006
H (-1.164429, -0.338661, 3.311203)  0.0014
H (-0.880514, 0.292333, 5.644634)  -0.0002
H (-3.810008, 1.737706, 0.490547)  0.0257
H (-1.901301, -1.814870, 2.194628)  0.0016
H (-2.993187, -3.967930, 2.500108)  -0.0003
H (-5.220361, -4.384663, 1.507778)  0.0012
H (-6.323040, -2.609505, 0.195684)  0.0000
H (-5.231342, -0.435614, -0.107230)  0.0010

Forces on the atoms, in the same order (eV/Å):
Ru 2.598 -0.781 -1.117
C -0.119 -0.149 -0.088
C -0.075 0.135 -0.044
C 0.254 -0.376 0.285
C -0.238 0.446 -0.333
C -0.249 -0.472 -0.496
C 0.431 1.168 0.373
N -0.090 -0.565 0.239
C -0.331 -0.887 -0.279
C -0.050 0.072 -0.100
C -0.042 0.296 -0.248
C 0.057 0.252 0.010
C 0.551 0.056 0.831
N -0.020 -0.180 0.089
C -0.685 -0.223 -1.058
C 0.359 0.348 0.404
C -0.136 0.489 -0.180
C 0.170 -0.410 0.180
C -0.083 0.102 -0.150
C 0.040 0.137 0.162
N 0.113 -0.325 0.409
H -0.064 0.012 0.008
H 0.233 0.430 0.145
H -0.069 -0.048 -0.115
H 0.015 0.177 0.043
H 0.042 0.022 0.130
H 0.072 -0.128 0.127
H 0.018 0.014 0.052
H 0.014 -0.037 0.031
H -0.046 -0.058 -0.029
H 0.017 -0.137 0.089
H -0.047 -0.118 -0.032
H -0.087 0.055 -0.104
H -0.075 0.038 0.037
H 0.053 0.083 0.071
H -0.108 -0.142 -0.394
F 0.063 0.048 -0.073
C -0.206 -0.307 0.396
C -0.365 0.218 -0.091
F -0.074 0.056 0.027
C -0.765 -0.006 0.321
F 0.023 0.026 -0.104
C 0.852 2.159 -2.107
O -1.746 -1.399 2.088
C 0.364 -0.804 0.536
F 0.070 0.318 -0.366
C 0.433 -0.056 -0.123
F 0.044 -0.034 0.042
C -0.009 0.038 -0.011
C 0.045 0.119 0.119
C -0.033 -0.046 -0.154
C -0.181 -0.281 -0.742
C -0.061 0.004 -0.046
C 0.089 -0.053 0.041
Si -1.218 0.152 1.085
C 0.371 0.707 0.045
C -0.013 0.025 0.112
C 0.045 -0.088 -0.009
C 0.017 -0.022 -0.013
C -0.114 -0.095 -0.092
C 0.044 0.104 -0.044
H -0.004 0.040 0.134
H -0.016 0.102 0.025
H -0.135 0.085 -0.056
H -0.004 -0.104 0.034
H 0.092 -0.048 0.108
H 0.152 -0.041 -0.072
H 0.032 -0.027 0.100
H 0.036 -0.114 0.043
H -0.064 -0.079 0.007
H -0.073 -0.009 -0.049
H -0.115 0.117 -0.054

Gap between HOMO and LUMO (spin up / spin down), Eh: 0.2415 / 0.1929
E_LUMO (spin up / spin down), eV: -3.63 / -4.81
Charge: +1
2S+1: 6
Expectation value of S²: 8.764

Entry 3:
Computed, not measured: a structure of composition C5H12Si2 in a non-equilibrium geometry, with the ωB97M-V functional and the def2-TZVPD basis.

Last column: natural (NBO) charge in e.
Cartesian coordinates (Å):
C (-1.200048, 0.944077, 0.429374)  -0.1585
C (-0.151078, 0.412403, -0.162497)  -0.4247
C (-2.418707, 0.190596, 0.294782)  -0.4410
C (-0.644036, -0.914954, -0.795711)  -0.4364
C (-1.872483, -1.229538, -0.038087)  -0.3888
Si (1.506400, 1.249643, -0.147512)  0.7410
Si (3.204544, -0.787531, 0.935467)  0.5804
H (-1.176408, 1.899856, 0.917494)  0.2062
H (-3.075937, 0.176152, 1.080176)  0.2152
H (-3.051947, 0.568481, -0.493120)  0.2086
H (-1.004447, -0.597910, -1.800078)  0.2024
H (0.273634, -1.509666, -1.029520)  0.2227
H (-1.795119, -1.718119, 0.921762)  0.2057
H (-2.571425, -1.895738, -0.575851)  0.2109
H (1.957279, 2.264049, 0.909651)  -0.1073
H (2.669684, 0.777740, -0.932294)  -0.1512
H (1.232738, 2.473810, -1.158455)  -0.1842
H (4.404748, -0.234856, 1.295011)  -0.2656
H (3.712602, -2.068493, 0.349406)  -0.2353

Forces on the atoms, in the same order (eV/Å):
C 0.845 1.934 0.794
C 0.358 -1.260 0.191
C -0.161 -1.804 -2.108
C 2.563 1.626 -1.849
C -1.837 -0.821 0.540
Si -0.467 3.085 -1.145
Si -3.312 -1.052 -0.127
H -0.022 0.397 0.264
H -1.282 -0.011 2.468
H -0.058 0.298 -0.865
H 0.273 -0.262 0.167
H -1.242 -0.615 0.704
H 0.871 -0.258 0.375
H 0.165 0.577 -0.108
H -0.258 -1.275 0.019
H 0.514 -0.749 0.062
H 0.134 -1.103 0.513
H 2.710 1.257 0.485
H 0.206 0.034 -0.381

Gap between HOMO and LUMO, Eh: 0.2726
E_LUMO, eV: -0.86
2S+1: 1

What energy values result from the calculations? In sequence: -1836.89891 -2472.28115 -776.50549 a.u..
What ΔE to the lowest compared entry with this formula, charge and spin values result from the calculations? In sequence: 270.96 76.76 433.40 kJ/mol.